{
  "formula": "C24H36O12",
  "method": "ωB97M-V/def2-TZVPD",
  "mol_weight_g_mol": 516.54,
  "e_tot_ha": -1838.9105,
  "total_charge": 0,
  "smiles": "O=C1CCCO1.O=C1CCCO1.O=C1CCCO1.O=C1CCCO1.O=C1CCCO1.O=C1CCCO1",
  "homo_ha": -0.3696,
  "relative_energy_kj_mol": 419.9,
  "elements": ["O", "C", "C", "C", "C", "O", "H", "H", "H", "H", "H", "H", "O", "C", "C", "C", "C", "O", "H", "H", "H", "H", "H", "H", "O", "C", "C", "C", "C", "O", "H", "H", "H", "H", "H", "H", "O", "C", "C", "C", "C", "O", "H", "H", "H", "H", "H", "H", "O", "C", "C", "C", "C", "O", "H", "H", "H", "H", "H", "H", "O", "C", "C", "C", "C", "O", "H", "H", "H", "H", "H", "H"],
  "xyz": [[-4.70, -3.69, 6.58], [-5.05, -4.15, 5.47], [-4.72, -3.82, 4.09], [-4.94, -5.09, 3.34], [-6.09, -5.75, 4.05], [-5.93, -5.26, 5.43], [-5.55, -3.21, 3.72], [-3.76, -3.34, 3.88], [-5.31, -4.97, 2.33], [-4.01, -5.67, 3.29], [-6.98, -5.23, 3.71], [-6.18, -6.80, 3.75], [-7.55, -0.56, -0.94], [-6.82, -0.13, -1.85], [-7.07, -0.20, -3.30], [-6.10, 0.89, -3.87], [-5.04, 0.89, -2.78], [-5.73, 0.59, -1.52], [-6.67, -1.13, -3.70], [-8.04, 0.09, -3.70], [-5.71, 0.54, -4.83], [-6.55, 1.88, -4.00], [-4.30, 0.09, -2.79], [-4.49, 1.82, -2.84], [4.11, -4.95, 5.45], [3.07, -4.81, 6.08], [2.71, -3.84, 7.20], [1.38, -4.54, 7.58], [0.78, -5.02, 6.31], [1.94, -5.37, 5.62], [3.40, -3.89, 8.05], [2.72, -2.85, 6.74], [1.49, -5.41, 8.23], [0.90, -3.74, 8.14], [0.20, -5.94, 6.41], [0.28, -4.16, 5.86], [9.33, 4.26, -5.29], [8.67, 3.88, -4.37], [7.21, 3.41, -4.35], [7.02, 2.95, -2.91], [8.21, 3.66, -2.28], [9.20, 3.72, -3.19], [6.50, 4.20, -4.61], [7.08, 2.59, -5.04], [6.10, 3.13, -2.36], [7.17, 1.87, -3.02], [7.91, 4.67, -2.03], [8.52, 3.13, -1.38], [-1.52, 6.20, -5.59], [-0.44, 5.86, -5.22], [0.33, 6.76, -4.28], [1.74, 6.04, -4.30], [1.59, 4.99, -5.38], [0.21, 4.80, -5.61], [0.31, 7.75, -4.72], [-0.06, 6.76, -3.26], [2.42, 6.86, -4.53], [2.04, 5.76, -3.30], [1.97, 5.30, -6.35], [2.09, 4.06, -5.12], [2.40, -0.28, -1.93], [1.68, -0.34, -0.88], [1.81, -1.13, 0.35], [0.40, -0.96, 1.02], [-0.07, 0.34, 0.36], [0.57, 0.39, -0.94], [2.07, -2.19, 0.31], [2.56, -0.59, 0.92], [-0.27, -1.77, 0.75], [0.50, -0.86, 2.11], [-1.16, 0.27, 0.27], [0.24, 1.21, 0.93]]
}

=====

{
  "formula": "C24H36O5",
  "method": "ωB97M-V/def2-TZVPD",
  "mol_weight_g_mol": 404.55,
  "e_tot_ha": -1312.1424,
  "total_charge": 0,
  "homo_ha": -0.2157,
  "relative_energy_kj_mol": 565.4,
  "elements": ["C", "O", "C", "C", "C", "C", "C", "O", "C", "C", "C", "H", "H", "H", "H", "H", "H", "H", "H", "H", "H", "H", "C", "C", "O", "C", "C", "C", "O", "C", "C", "C", "C", "C", "C", "C", "C", "C", "C", "O", "H", "H", "H", "H", "H", "H", "H", "H", "H", "H", "H", "H", "H", "H", "H", "H", "H", "H", "H", "H", "H", "H", "H", "H", "H"],
  "xyz": [[-1.34, -2.94, -2.45], [-1.13, -2.67, -1.05], [-1.15, -1.39, -0.59], [-1.13, -1.25, 0.82], [-1.51, -0.06, 1.39], [-1.89, 1.03, 0.57], [-2.38, 2.21, 1.23], [-2.26, 3.39, 0.66], [-1.40, 4.35, 1.30], [-1.76, 0.93, -0.84], [-1.34, -0.25, -1.41], [-1.42, -4.03, -2.50], [-2.26, -2.48, -2.83], [-0.48, -2.60, -3.04], [-0.87, -2.12, 1.42], [-1.59, 0.08, 2.47], [-2.53, 2.23, 2.31], [-1.20, 5.11, 0.54], [-1.93, 4.78, 2.16], [-0.46, 3.89, 1.63], [-2.01, 1.80, -1.45], [-1.21, -0.32, -2.49], [-4.88, -0.83, 0.94], [-4.78, 0.32, 1.91], [-5.81, 1.25, 1.57], [-5.69, 2.49, 2.11], [-6.98, 3.14, 2.05], [-7.29, 4.32, 2.79], [-8.28, 5.01, 2.46], [-6.45, 4.77, 3.98], [-5.36, 5.76, 3.59], [-5.90, 6.99, 2.81], [-5.48, 7.06, 1.33], [-6.61, 6.97, 0.28], [-6.23, 6.12, -0.94], [-6.30, 4.61, -0.70], [-7.74, 4.09, -0.68], [-7.83, 2.61, -0.28], [-8.03, 2.44, 1.23], [-4.63, 2.94, 2.54], [-4.16, -1.60, 1.22], [-5.88, -1.28, 0.95], [-4.65, -0.51, -0.08], [-4.91, 0.02, 2.95], [-3.83, 0.84, 1.80], [-7.14, 5.27, 4.68], [-6.02, 3.89, 4.46], [-4.88, 6.11, 4.52], [-4.58, 5.21, 3.03], [-6.99, 7.02, 2.91], [-5.52, 7.90, 3.31], [-4.98, 8.03, 1.19], [-4.72, 6.29, 1.13], [-7.53, 6.59, 0.74], [-6.83, 7.99, -0.06], [-6.91, 6.37, -1.76], [-5.21, 6.39, -1.26], [-5.74, 4.08, -1.49], [-5.79, 4.34, 0.24], [-8.35, 4.70, 0.00], [-8.16, 4.22, -1.69], [-8.70, 2.16, -0.79], [-6.93, 2.07, -0.60], [-8.02, 1.37, 1.48], [-9.00, 2.87, 1.51]]
}

=====

{
  "formula": "C24H37B3BrN11O4S",
  "method": "ωB97M-V/def2-TZVPD",
  "mol_weight_g_mol": 688.04,
  "e_tot_ha": -4886.9167,
  "total_charge": 0,
  "homo_ha": -0.3095,
  "relative_energy_kj_mol": 143.9,
  "elements": ["Br", "B", "O", "B", "O", "B", "C", "C", "C", "C", "S", "C", "N", "N", "C", "O", "O", "H", "H", "H", "H", "H", "H", "H", "H", "H", "H", "C", "C", "N", "H", "H", "H", "C", "C", "N", "H", "H", "H", "C", "C", "N", "H", "H", "H", "C", "C", "N", "H", "H", "H", "C", "C", "N", "H", "H", "H", "C", "C", "N", "H", "H", "H", "C", "C", "N", "H", "H", "H", "C", "C", "N", "H", "H", "H", "C", "C", "N", "H", "H", "H"],
  "xyz": [[3.44, -3.64, 2.22], [2.03, -2.24, 2.30], [1.32, -2.17, 3.52], [1.27, -0.81, 3.93], [1.01, 0.16, 2.93], [0.72, -0.53, 1.73], [-0.65, -0.50, 0.92], [-1.32, 0.91, 0.74], [-1.58, 1.70, 2.08], [-2.18, 0.85, 3.24], [-3.92, 0.30, 2.93], [-3.74, -1.40, 2.36], [-3.00, -2.30, 3.01], [-3.05, -3.47, 2.29], [-3.82, -3.21, 1.24], [-4.30, -1.92, 1.21], [1.77, -1.38, 1.23], [1.40, -0.46, 5.05], [-0.40, -0.86, -0.12], [-1.32, -1.28, 1.35], [-2.33, 0.73, 0.28], [-0.76, 1.53, -0.01], [-0.59, 2.11, 2.42], [-2.23, 2.58, 1.84], [-1.54, 0.00, 3.56], [-2.25, 1.53, 4.13], [-4.10, -3.86, 0.39], [1.36, -6.00, -0.18], [0.43, -5.83, -1.32], [-0.28, -5.69, -2.20], [1.16, -5.25, 0.58], [1.23, -6.99, 0.25], [2.39, -5.89, -0.52], [-0.29, -1.13, -3.84], [-1.16, -0.65, -2.74], [-1.84, -0.28, -1.90], [-0.06, -0.31, -4.51], [0.64, -1.53, -3.42], [-0.80, -1.92, -4.39], [2.26, 3.17, 5.83], [0.91, 2.75, 5.38], [-0.13, 2.43, 5.03], [2.48, 2.73, 6.80], [3.01, 2.83, 5.11], [2.30, 4.25, 5.91], [6.31, -3.59, -0.72], [4.96, -4.00, -1.16], [3.92, -4.32, -1.51], [6.54, -4.04, 0.25], [7.06, -3.91, -1.45], [6.36, -2.50, -0.62], [-3.42, 2.20, -4.97], [-1.96, 2.19, -5.21], [-0.83, 2.20, -5.39], [-3.64, 2.70, -4.03], [-3.91, 2.73, -5.78], [-3.79, 1.18, -4.93], [5.45, 3.55, 2.50], [5.25, 4.43, 3.67], [5.10, 5.12, 4.58], [6.44, 3.09, 2.54], [4.69, 2.77, 2.48], [5.38, 4.13, 1.58], [-2.21, 4.24, -8.63], [-3.41, 4.54, -7.82], [-4.35, 4.78, -7.20], [-2.43, 3.45, -9.35], [-1.90, 5.13, -9.17], [-1.40, 3.91, -7.98], [4.03, 6.28, -0.54], [3.39, 5.36, 0.43], [2.89, 4.65, 1.18], [4.95, 5.83, -0.92], [3.35, 6.46, -1.37], [4.26, 7.22, -0.05], [-7.17, -5.92, 0.78], [-5.96, -5.66, -0.02], [-5.01, -5.47, -0.64], [-7.15, -5.32, 1.69], [-8.06, -5.66, 0.20], [-7.22, -6.97, 1.05]]
}

=====

{
  "formula": "C24H37BF15O16SZr",
  "method": "ωB97M-V/def2-TZVPD",
  "mol_weight_g_mol": 1000.62,
  "e_tot_ha": -4108.4771,
  "total_charge": 1,
  "homo_ha": -0.4728,
  "relative_energy_kj_mol": 0.0,
  "elements": ["Zr", "B", "H", "H", "H", "H", "O", "C", "C", "O", "H", "H", "H", "H", "C", "C", "O", "C", "O", "C", "F", "F", "F", "H", "H", "H", "H", "H", "C", "C", "O", "C", "O", "C", "F", "F", "F", "H", "H", "H", "H", "H", "C", "C", "O", "C", "O", "C", "F", "F", "F", "H", "H", "H", "H", "H", "C", "C", "O", "C", "O", "C", "F", "F", "F", "H", "H", "H", "H", "H", "C", "C", "O", "C", "O", "C", "F", "F", "F", "H", "H", "H", "H", "H", "C", "C", "O", "S", "O", "O", "O", "H", "H", "H", "H"],
  "xyz": [[-1.19, -1.15, -1.75], [-0.62, -2.54, -3.46], [-0.42, -3.23, -4.40], [0.05, -2.82, -2.55], [-0.41, -1.45, -3.79], [-1.73, -2.52, -3.10], [-1.07, 0.44, -0.33], [-0.66, 0.02, 0.97], [0.02, -1.37, 0.92], [-0.42, -2.21, -0.15], [-1.55, -0.12, 1.60], [0.01, 0.78, 1.34], [-0.11, -1.91, 1.86], [1.07, -1.14, 0.70], [1.66, -0.48, 4.66], [2.74, 0.53, 5.03], [2.53, 1.78, 4.33], [2.74, 1.83, 3.05], [3.39, 1.05, 2.41], [2.17, 3.12, 2.42], [3.12, 4.05, 2.38], [1.75, 2.88, 1.18], [1.14, 3.60, 3.13], [0.66, -0.07, 4.77], [1.80, -1.31, 5.35], [1.78, -0.82, 3.64], [3.73, 0.13, 4.82], [2.63, 0.85, 6.06], [-2.95, -4.19, 1.95], [-2.54, -4.77, 0.60], [-3.58, -4.74, -0.37], [-3.70, -3.74, -1.09], [-3.00, -2.75, -1.04], [-4.83, -3.84, -2.15], [-4.33, -3.42, -3.31], [-5.30, -5.07, -2.26], [-5.83, -3.03, -1.79], [-3.17, -3.13, 1.90], [-2.08, -4.39, 2.57], [-3.81, -4.72, 2.35], [-2.18, -5.79, 0.76], [-1.64, -4.25, 0.27], [-2.82, 3.36, 1.19], [-4.10, 2.95, 1.90], [-5.26, 3.43, 1.21], [-5.61, 4.69, 1.41], [-5.10, 5.47, 2.14], [-6.78, 5.06, 0.47], [-7.72, 4.13, 0.43], [-7.33, 6.20, 0.86], [-6.30, 5.26, -0.77], [-2.76, 4.42, 0.98], [-2.88, 2.84, 0.23], [-1.99, 2.94, 1.75], [-4.08, 3.25, 2.94], [-4.22, 1.86, 1.90], [3.99, 2.07, -1.40], [3.03, 0.99, -0.93], [3.36, -0.24, -1.65], [2.47, -0.99, -2.15], [1.27, -0.82, -2.10], [3.07, -2.26, -2.77], [2.51, -2.48, -3.96], [4.39, -2.11, -2.95], [2.87, -3.31, -1.99], [5.00, 1.85, -1.08], [3.71, 2.99, -0.88], [3.93, 2.20, -2.48], [1.97, 1.20, -1.00], [3.24, 0.77, 0.12], [-0.54, 3.94, -1.68], [-1.45, 3.37, -2.73], [-0.70, 2.86, -3.85], [-0.49, 1.61, -3.95], [-0.71, 0.77, -3.10], [0.13, 1.25, -5.33], [-0.25, 0.01, -5.65], [-0.26, 2.06, -6.28], [1.45, 1.27, -5.18], [0.28, 4.49, -2.13], [-0.13, 3.11, -1.11], [-1.05, 4.56, -0.95], [-2.17, 4.09, -3.11], [-2.08, 2.60, -2.29], [3.96, -2.34, 1.20], [5.40, -1.89, 1.54], [6.15, -2.99, 1.02], [5.46, -4.28, 1.65], [5.56, -4.23, 3.06], [5.82, -5.40, 0.91], [3.96, -3.78, 1.28], [3.56, -2.09, 0.22], [3.25, -2.00, 1.96], [5.48, -1.75, 2.62], [5.66, -0.99, 1.00]]
}

=====

{
  "formula": "C24H37BrClFLiMgNNaO12S",
  "method": "ωB97M-V/def2-TZVPD",
  "mol_weight_g_mol": 752.21,
  "e_tot_ha": -5795.3253,
  "total_charge": 1,
  "homo_ha": -0.3059,
  "elements": ["C", "C", "C", "C", "C", "C", "C", "C", "C", "O", "C", "C", "O", "S", "O", "O", "C", "C", "O", "O", "C", "C", "F", "C", "H", "H", "H", "H", "H", "H", "H", "H", "H", "H", "H", "H", "H", "H", "H", "H", "H", "H", "H", "H", "C", "C", "C", "O", "C", "H", "H", "H", "H", "H", "H", "H", "H", "C", "N", "O", "O", "H", "H", "H", "Na", "Li", "C", "O", "C", "O", "O", "C", "H", "H", "H", "H", "H", "H", "Br", "Mg", "Cl"],
  "xyz": [[9.12, -2.79, -0.59], [8.06, -1.54, -0.93], [8.65, -0.08, -1.41], [7.58, 1.17, -1.70], [5.94, 0.96, -1.52], [4.93, 2.23, -1.79], [5.66, 3.57, -2.41], [4.29, 2.70, -0.32], [5.34, -0.49, -1.04], [3.92, -0.82, -0.79], [3.09, -0.66, -2.00], [1.75, 0.28, -1.78], [1.56, 0.74, -0.39], [0.95, -0.47, 0.63], [2.07, -0.97, 1.61], [-0.12, 0.23, 1.56], [0.25, -1.98, -0.22], [-1.26, -2.24, 0.44], [-1.57, -3.33, 1.17], [-2.40, -1.28, 0.24], [0.12, -1.88, -1.85], [0.38, -0.38, -2.45], [0.39, -0.39, -3.93], [6.44, -1.72, -0.76], [8.66, -3.84, -0.77], [9.33, -2.68, 0.58], [10.17, -2.61, -1.10], [9.81, 0.13, -1.52], [8.08, 2.19, -2.02], [4.01, 1.98, -2.47], [6.10, 4.25, -1.54], [4.88, 4.25, -3.00], [6.52, 3.30, -3.17], [4.92, 3.56, 0.18], [3.20, 3.11, -0.48], [4.35, 1.75, 0.36], [3.75, -0.16, -2.85], [2.85, -1.74, -2.39], [1.95, 1.26, -2.42], [0.90, -2.93, 0.06], [0.86, -2.68, -2.33], [-0.97, -2.22, -2.15], [-0.55, 0.28, -2.12], [6.05, -2.79, -0.41], [-4.80, -3.89, 4.90], [-4.14, -3.59, 3.58], [-3.47, -4.90, 3.25], [-4.27, -5.94, 3.83], [-5.22, -5.33, 4.71], [-5.63, -3.23, 5.14], [-4.06, -3.82, 5.71], [-4.90, -3.36, 2.83], [-3.44, -2.75, 3.62], [-2.47, -4.96, 3.70], [-3.38, -5.07, 2.17], [-6.21, -5.40, 4.24], [-5.25, -5.89, 5.66], [-5.16, 0.13, 1.40], [-5.95, 0.78, 2.48], [-7.11, 1.11, 2.22], [-5.38, 0.94, 3.57], [-5.79, 0.05, 0.51], [-4.29, 0.75, 1.21], [-4.87, -0.87, 1.76], [8.59, -3.41, -3.11], [7.69, 4.54, -3.88], [-7.09, 3.62, 1.28], [-6.63, 4.48, 0.23], [-7.62, 5.13, -0.43], [-8.82, 5.03, -0.21], [-7.04, 5.90, -1.39], [-7.97, 6.64, -2.18], [-6.22, 3.15, 1.74], [-7.62, 4.20, 2.04], [-7.73, 2.83, 0.87], [-8.54, 7.34, -1.55], [-8.65, 5.97, -2.72], [-7.40, 7.22, -2.91], [5.98, -5.07, -2.05], [-5.42, 6.79, -0.65], [0.28, -4.46, -1.79]]
}

=====

{
  "formula": "C24H37Cl2GaN3O2",
  "method": "ωB97M-V/def2-TZVPD",
  "mol_weight_g_mol": 540.21,
  "e_tot_ha": -4096.5824,
  "total_charge": 1,
  "homo_ha": -0.3702,
  "elements": ["Ga", "N", "C", "O", "C", "C", "H", "H", "H", "H", "H", "H", "Cl", "C", "Cl", "H", "H", "C", "C", "C", "C", "C", "C", "C", "C", "N", "C", "C", "C", "C", "C", "C", "C", "C", "C", "C", "H", "H", "H", "H", "H", "H", "H", "H", "H", "H", "H", "H", "H", "H", "H", "H", "H", "H", "H", "H", "H", "H", "H", "H", "C", "C", "N", "O", "H", "H", "H", "H", "H"],
  "xyz": [[-1.25, 0.70, -0.62], [-4.75, -0.77, 0.83], [-3.74, -0.09, 0.32], [-2.73, -0.69, -0.10], [-3.82, 1.42, 0.27], [-2.71, 2.02, -0.59], [-4.66, -1.77, 0.97], [-5.55, -0.30, 1.22], [-3.73, 1.76, 1.31], [-4.82, 1.71, -0.06], [-2.39, 2.98, -0.19], [-3.06, 2.21, -1.61], [-0.28, 3.23, -2.45], [1.40, 3.61, -2.94], [2.32, 4.32, -1.64], [1.33, 4.32, -3.76], [1.86, 2.68, -3.25], [-0.27, -2.63, 4.56], [-0.56, -1.40, 3.76], [-1.35, -0.38, 4.29], [-1.58, 0.79, 3.57], [-2.41, 1.90, 4.15], [-1.02, 0.92, 2.30], [-0.27, -0.11, 1.72], [-0.04, -1.26, 2.47], [0.15, 0.06, 0.38], [1.49, -0.32, -0.09], [1.57, -1.78, -0.55], [2.97, -2.10, -1.09], [4.01, -1.83, 0.00], [3.96, -0.36, 0.41], [4.25, 0.53, -0.80], [3.20, 0.26, -1.87], [3.26, -1.20, -2.30], [1.81, 0.56, -1.31], [2.56, -0.03, 0.96], [-1.05, -2.83, 5.29], [0.67, -2.51, 5.11], [-0.16, -3.51, 3.92], [-1.76, -0.48, 5.28], [-2.23, 2.02, 5.21], [-3.48, 1.69, 4.03], [-2.20, 2.85, 3.66], [-1.11, 1.87, 1.79], [0.52, -2.08, 2.06], [0.82, -1.95, -1.32], [1.34, -2.46, 0.27], [3.02, -3.15, -1.39], [5.01, -2.08, -0.36], [3.81, -2.47, 0.87], [4.70, -0.17, 1.20], [5.25, 0.32, -1.19], [4.23, 1.58, -0.51], [3.38, 0.91, -2.74], [4.25, -1.43, -2.72], [2.53, -1.40, -3.09], [1.06, 0.40, -2.09], [1.75, 1.61, -0.99], [2.50, 1.03, 1.23], [2.38, -0.60, 1.87], [-2.58, -1.72, -3.48], [-1.92, -0.37, -3.39], [-2.12, 0.50, -4.36], [-1.17, -0.08, -2.43], [-2.14, -2.28, -4.30], [-3.64, -1.61, -3.67], [-2.42, -2.25, -2.55], [-2.69, 0.27, -5.16], [-1.66, 1.40, -4.33]]
}